# 1
{
  "formula": "C4H11NO",
  "method": "wB97M-V/def2-TZVPD",
  "symbols": ["C", "N", "C", "C", "C", "O", "H", "H", "H", "H", "H", "H", "H", "H", "H", "H", "H"],
  "positions_angstrom": [[2.11387, -0.75662, -0.21440], [1.12579, -1.05016, 0.81829], [-0.14803, -0.34559, 0.89347], [-0.51273, 0.58082, -0.32015], [-1.92328, 0.60228, -0.75464], [-0.09622, 1.95383, 0.03088], [2.87588, -1.55842, 0.00956], [1.76092, -1.03538, -1.20197], [2.47070, 0.26709, -0.10822], [0.94008, -2.01591, 1.00880], [-0.28706, 0.30414, 1.75213], [-0.92672, -1.14334, 1.02128], [0.17946, 0.26891, -1.09795], [-2.06643, 1.00729, -1.75303], [-2.50627, 1.22163, -0.05125], [-2.34657, -0.40735, -0.83333], [-0.65339, 2.10677, 0.80053]],
  "mulliken_charge": [-0.8749, -0.2970, -0.3795, 0.1362, -1.3080, -0.5336, 0.3280, 0.3440, 0.2582, 0.2628, 0.1551, 0.3147, 0.2471, 0.3157, 0.3091, 0.3469, 0.3752],
  "smiles": "CNC[C@@H](C)O",
  "de_lowest_kj_mol": 171.5,
  "homo_energy_ev": -8.4
}



# 2
{
  "formula": "C11H21FHgNO3",
  "method": "wB97M-V/def2-TZVPD",
  "symbols": ["C", "C", "C", "C", "C", "C", "C", "N", "F", "C", "O", "C", "C", "C", "O", "O", "H", "H", "H", "H", "H", "H", "H", "H", "H", "H", "H", "H", "H", "H", "H", "H", "H", "H", "H", "H", "H", "Hg"],
  "positions_angstrom": [[-3.73500, 1.34538, -1.42995], [-2.64739, 0.65981, -2.42969], [-1.73392, -0.41636, -1.68350], [-0.44070, 0.16699, -0.93556], [-0.11941, 1.70992, -1.20589], [0.94436, 2.25154, -0.09583], [2.09685, 1.18354, 0.26528], [1.72080, 0.45393, 1.50519], [2.31829, 1.04770, 2.59065], [2.21236, -0.94735, 1.53158], [1.46420, -1.86096, 0.74271], [0.26284, -2.31331, 1.41788], [0.51171, -3.33582, 2.62825], [3.77090, -1.08179, 1.01534], [4.69359, -1.18687, 1.87979], [4.12252, -1.13008, -0.30896], [-4.59596, 0.58416, -1.31509], [-4.19754, 2.26241, -1.98634], [-3.29840, 1.60101, -0.41056], [-3.29315, 0.06750, -3.18271], [-2.08486, 1.42943, -3.05375], [-1.42765, -1.22097, -2.43165], [-2.36223, -0.95724, -0.87841], [0.46360, -0.43265, -1.33045], [-0.56577, 0.04560, 0.19675], [-1.05170, 2.37759, -1.05187], [0.32273, 1.89185, -2.25562], [0.36131, 2.56520, 0.84956], [1.46254, 3.19882, -0.47258], [3.06495, 1.77116, 0.45677], [2.26064, 0.52064, -0.64675], [2.25138, -1.25413, 2.64338], [-0.41573, -1.47790, 1.79709], [-0.35365, -2.88725, 0.62951], [1.28436, -4.11565, 2.31246], [0.87905, -2.70136, 3.52114], [-0.48244, -3.78580, 2.96547], [-3.66349, 3.97135, -1.84367]],
  "mulliken_charge": [-1.0689, -0.4195, -0.6791, 0.3009, -0.3553, -0.8865, -0.4890, 0.3570, -0.1789, 0.0255, -0.2033, -0.1674, -1.0760, 0.4391, -0.3960, -0.3625, 0.3669, 0.2199, 0.3522, 0.3337, 0.3104, 0.3235, 0.2324, 0.2437, -0.0800, -0.0507, 0.2514, 0.3387, 0.3683, 0.4611, 0.3728, 0.3146, 0.2827, 0.3210, 0.3062, 0.2966, 0.3860, 0.2083],
  "total_charge": 1,
  "homo_energy_ev": -11.3
}



# 3
{
  "formula": "C27H60GaNO10PS",
  "method": "wB97M-V/def2-TZVPD",
  "symbols": ["C", "C", "O", "C", "C", "O", "Ga", "N", "C", "C", "O", "P", "S", "H", "H", "H", "H", "H", "H", "H", "H", "H", "H", "H", "H", "H", "H", "H", "H", "H", "H", "C", "C", "O", "C", "H", "H", "H", "H", "H", "H", "C", "C", "O", "C", "H", "H", "H", "H", "H", "H", "C", "C", "O", "C", "H", "H", "H", "H", "H", "H", "C", "C", "O", "C", "H", "H", "H", "H", "H", "H", "C", "C", "O", "C", "H", "H", "H", "H", "H", "H", "C", "C", "O", "C", "H", "H", "H", "H", "H", "H", "C", "C", "O", "C", "H", "H", "H", "H", "H", "H"],
  "positions_angstrom": [[-1.59360, -1.51034, 7.51852], [-1.31887, -0.13089, 6.96549], [0.06124, 0.11483, 7.11108], [0.53198, 1.22034, 6.37592], [1.24749, 0.81395, 5.05720], [0.99946, -0.51051, 4.70945], [0.24505, -0.81231, 3.04844], [-0.51879, 0.74064, 2.25626], [-0.97508, -2.43695, 3.18518], [-2.32477, -2.22564, 3.84352], [-2.79322, -0.86609, 3.78338], [2.02663, -1.45523, 1.53647], [3.84646, -1.10898, 2.29268], [-1.43462, -1.50860, 8.59479], [-0.86670, -2.19274, 7.08661], [-2.60568, -1.83105, 7.29194], [-1.61963, -0.08211, 5.91867], [-1.87171, 0.60984, 7.55774], [1.23424, 1.74126, 7.02655], [-0.28451, 1.91631, 6.16233], [2.32193, 0.95991, 5.21100], [0.94028, 1.51486, 4.27327], [-1.29951, 1.09289, 2.79596], [-0.92344, 0.44393, 1.37595], [-1.12793, -2.79507, 2.16807], [-0.45012, -3.20170, 3.75366], [-2.27806, -2.54717, 4.88515], [-3.07232, -2.86501, 3.36643], [-3.72200, -0.88273, 3.56133], [1.89836, -0.79644, 0.29702], [1.89917, -2.79862, 1.14152], [-0.83361, 3.03034, -1.34764], [0.06334, 1.82666, -1.16509], [-0.32477, 0.82732, -0.60745], [1.47119, 1.94043, -1.69203], [-1.81536, 2.82644, -0.92610], [-0.40625, 3.89618, -0.84009], [-0.93250, 3.26873, -2.40855], [1.99621, 2.76706, -1.21175], [1.45467, 2.12458, -2.76889], [2.01286, 1.01893, -1.49161], [6.91655, -1.78494, 0.21041], [6.69120, -1.47380, -1.24719], [5.63313, -1.09454, -1.69045], [7.88681, -1.66349, -2.16290], [6.02285, -1.58928, 0.80262], [7.20366, -2.83309, 0.31777], [7.73068, -1.16218, 0.59094], [8.22603, -2.70006, -2.12640], [8.70887, -1.02043, -1.84263], [7.60903, -1.41172, -3.18404], [-1.09490, -1.94881, -1.84216], [-0.91654, -3.44789, -1.90485], [-0.45978, -4.07662, -0.98032], [-1.34108, -4.13036, -3.18760], [-0.76092, -1.57366, -0.87991], [-0.50866, -1.47128, -2.62853], [-2.14904, -1.69965, -1.97510], [-0.77028, -3.73254, -4.02935], [-2.40465, -3.96482, -3.37130], [-1.15862, -5.19929, -3.10310], [-6.06211, -5.08320, -6.33908], [-4.97035, -4.25238, -5.70213], [-4.70750, -4.35571, -4.52744], [-4.23316, -3.29535, -6.60605], [-6.51377, -5.72787, -5.58943], [-6.82742, -4.43232, -6.76497], [-5.64632, -5.69649, -7.14007], [-4.92906, -2.57587, -7.04045], [-3.74898, -3.84261, -7.41656], [-3.47872, -2.75648, -6.03886], [-4.62758, 1.11144, -5.07853], [-3.22508, 0.55358, -5.16263], [-2.82629, -0.00226, -6.16033], [-2.35886, 0.72624, -3.94215], [-5.15085, 0.92693, -6.01376], [-5.16949, 0.63585, -4.25951], [-4.59238, 2.18541, -4.88956], [-2.81916, 0.23781, -3.08345], [-2.23548, 1.78676, -3.72081], [-1.38270, 0.28401, -4.12248], [-1.72367, 6.07096, 3.65545], [-1.88936, 5.13459, 2.47813], [-2.07189, 5.56357, 1.36020], [-1.81040, 3.66183, 2.77428], [-1.79755, 7.10209, 3.31741], [-2.49864, 5.87637, 4.39856], [-0.75111, 5.91137, 4.12322], [-2.59556, 3.38157, 3.48053], [-0.84029, 3.40826, 3.20331], [-1.93437, 3.09428, 1.85727], [5.59488, 1.91372, -1.87961], [4.75903, 3.09695, -1.46000], [3.62614, 3.25613, -1.85225], [5.40792, 4.08608, -0.51741], [5.01910, 1.27077, -2.53633], [6.48872, 2.26526, -2.40186], [5.89396, 1.34274, -1.00284], [6.30545, 4.50587, -0.97569], [5.69201, 3.58385, 0.40854], [4.70904, 4.88744, -0.29096]],
  "mulliken_charge": [-1.5106, 0.3785, -0.3696, -0.7427, 0.0998, -0.4276, -0.4293, 0.0623, -0.5607, -0.4580, -0.4373, 0.3102, -0.6661, 0.3800, 0.3136, 0.3705, -0.0065, 0.3103, 0.3939, 0.2873, 0.2810, -0.0542, 0.1141, 0.1012, 0.3399, 0.3968, 0.0360, 0.4752, 0.2505, -0.1840, 0.0180, -1.4594, 0.9319, -0.4767, -1.1119, 0.2871, 0.4055, 0.3834, 0.4619, 0.3626, 0.1975, -0.6876, 0.9124, -0.5212, -1.2798, -0.0784, 0.4027, 0.3132, 0.3785, 0.3117, 0.3206, -0.3688, 0.5905, -0.5699, -1.0014, 0.0101, 0.2705, 0.2440, 0.3294, 0.1530, 0.3211, -1.1627, 0.8501, -0.5342, -0.9280, 0.3082, 0.3284, 0.3155, 0.3233, 0.3670, 0.1147, -1.2538, 0.7611, -0.5672, -0.6719, 0.3376, 0.3311, 0.3574, 0.2433, 0.2686, 0.2014, -1.1685, 0.6876, -0.5782, -0.5799, 0.3255, 0.3251, 0.3111, 0.4054, 0.1582, 0.1122, -0.9938, 0.8257, -0.5916, -1.2559, 0.3035, 0.4088, 0.1948, 0.3544, 0.3297, 0.3311],
  "total_charge": -1,
  "homo_energy_ev": -3.9
}



# 4
{
  "formula": "C4H6O2S",
  "method": "wB97M-V/def2-TZVPD",
  "symbols": ["C", "C", "O", "C", "S", "O", "C", "H", "H", "H", "H", "H", "H"],
  "positions_angstrom": [[3.29418, -0.15209, -0.00766], [2.09619, 0.50201, 0.08633], [0.96298, -0.39631, 0.01384], [-0.38405, -0.16073, -0.10009], [-1.49016, -1.42055, 0.02081], [-0.61446, 1.11901, -0.09118], [-1.93167, 1.63988, 0.05174], [3.47253, -1.23727, -0.14142], [3.99303, 0.56474, -0.09947], [1.92030, 1.51508, 0.26927], [-1.74626, 2.66146, -0.17567], [-2.55972, 1.17993, -0.71286], [-2.47336, 1.28882, 0.96400]],
  "mulliken_charge": [-0.7687, 0.0411, -0.2963, 0.4253, -0.2774, -0.3160, -0.7375, 0.2704, 0.3248, 0.3830, 0.2727, 0.3593, 0.3195],
  "smiles": "C=COC(=S)OC",
  "de_lowest_kj_mol": 213.4,
  "homo_energy_ev": -8.9
}



What did the first record say?
{
  "formula": "C4H11NO",
  "method": "wB97M-V/def2-TZVPD",
  "symbols": ["C", "N", "C", "C", "C", "O", "H", "H", "H", "H", "H", "H", "H", "H", "H", "H", "H"],
  "positions_angstrom": [[2.11387, -0.75662, -0.21440], [1.12579, -1.05016, 0.81829], [-0.14803, -0.34559, 0.89347], [-0.51273, 0.58082, -0.32015], [-1.92328, 0.60228, -0.75464], [-0.09622, 1.95383, 0.03088], [2.87588, -1.55842, 0.00956], [1.76092, -1.03538, -1.20197], [2.47070, 0.26709, -0.10822], [0.94008, -2.01591, 1.00880], [-0.28706, 0.30414, 1.75213], [-0.92672, -1.14334, 1.02128], [0.17946, 0.26891, -1.09795], [-2.06643, 1.00729, -1.75303], [-2.50627, 1.22163, -0.05125], [-2.34657, -0.40735, -0.83333], [-0.65339, 2.10677, 0.80053]],
  "mulliken_charge": [-0.8749, -0.2970, -0.3795, 0.1362, -1.3080, -0.5336, 0.3280, 0.3440, 0.2582, 0.2628, 0.1551, 0.3147, 0.2471, 0.3157, 0.3091, 0.3469, 0.3752],
  "smiles": "CNC[C@@H](C)O",
  "de_lowest_kj_mol": 171.5,
  "homo_energy_ev": -8.4
}